Record 1
{"formula": "C13H30ClNO4Ta", "method": "ωB97M-V/def2-TZVPD", "species": ["Ta", "Cl", "O", "O", "O", "O", "N", "C", "C", "C", "C", "C", "C", "C", "C", "C", "C", "C", "C", "C", "H", "H", "H", "H", "H", "H", "H", "H", "H", "H", "H", "H", "H", "H", "H", "H", "H", "H", "H", "H", "H", "H", "H", "H", "H", "H", "H", "H", "H", "H"], "xyz": [[0.318, 0.497, 0.563], [1.980, 3.088, -2.412], [0.250, -0.051, 2.598], [4.434, -0.845, -1.026], [4.150, 0.333, -2.936], [-4.515, -1.982, 0.113], [-0.784, 2.372, 0.981], [2.180, -0.992, -2.415], [3.177, 3.088, -1.031], [-1.624, -0.584, -0.049], [-2.891, 0.398, -0.321], [-3.873, -0.212, -1.462], [2.487, 3.031, 0.431], [1.592, -1.449, 0.186], [-5.079, -1.038, -0.846], [2.370, 1.549, 1.026], [1.581, -1.970, -1.311], [-0.827, -2.192, 3.117], [-0.974, -0.589, 3.106], [3.643, -0.456, -2.114], [-1.118, -2.692, 2.147], [-1.014, -0.309, 4.224], [2.289, -1.626, -3.367], [-5.681, -1.559, -1.665], [0.556, -2.337, -1.667], [2.611, -1.276, 0.643], [-1.999, -1.394, 0.644], [-0.969, 2.822, 0.075], [-5.244, -2.559, 0.413], [3.702, 4.105, -1.063], [0.295, -2.382, 3.245], [-4.331, 0.692, -1.992], [2.600, 1.480, 2.147], [0.482, 1.051, -1.183], [-1.660, 2.166, 1.480], [2.243, -2.914, -1.342], [-1.440, -1.091, -1.066], [1.501, 3.583, 0.449], [-3.288, -0.788, -2.256], [1.462, -0.156, -2.720], [-3.522, 0.568, 0.604], [-1.434, -2.595, 3.993], [3.176, 0.907, 0.521], [-2.473, 1.346, -0.776], [-1.941, -0.205, 2.668], [5.107, -0.143, -0.890], [3.986, 2.308, -1.134], [1.075, -2.239, 0.835], [3.228, 3.593, 1.109], [-5.795, -0.353, -0.273]], "charge": -1, "spin_multiplicity": 1, "e_homo_ev": -4.33}

***

Record 2
{"formula": "C13H30F3Na3O9S", "method": "ωB97M-V/def2-TZVPD", "species": ["S", "Na", "Na", "Na", "F", "F", "F", "O", "O", "O", "O", "O", "O", "O", "O", "O", "C", "C", "C", "C", "C", "C", "C", "C", "C", "C", "C", "C", "C", "H", "H", "H", "H", "H", "H", "H", "H", "H", "H", "H", "H", "H", "H", "H", "H", "H", "H", "H", "H", "H", "H", "H", "H", "H", "H", "H", "H", "H", "H"], "xyz": [[0.156, -2.754, 0.121], [-1.045, -6.411, -3.283], [-4.865, -1.634, -0.700], [4.383, -3.125, -2.634], [1.645, -3.644, 2.153], [-0.237, -2.978, 2.885], [1.283, -1.559, 2.184], [-1.795, 2.140, -9.203], [-1.034, -1.856, 0.091], [6.167, -0.313, 6.721], [1.289, -2.283, -0.719], [-4.643, 1.508, -0.075], [-0.243, -4.134, -0.091], [-0.970, 1.744, -6.453], [-4.562, 0.107, 2.538], [7.031, -2.863, 5.479], [6.874, -4.239, 5.205], [-1.438, 3.243, -8.325], [-4.522, 2.099, 1.177], [-4.417, -0.379, 3.867], [-1.187, 1.132, -5.165], [0.733, -2.728, 1.952], [-3.153, 1.888, -9.337], [6.051, -0.529, 5.312], [5.967, -2.040, 5.005], [-1.723, 2.856, -6.848], [-5.270, 2.344, -0.975], [6.309, 1.027, 7.095], [-3.741, 1.264, 2.160], [6.735, -4.388, 4.134], [-2.829, 0.897, 1.691], [-5.497, 2.230, 1.646], [-4.065, 3.084, 1.082], [-6.314, 2.652, -0.916], [-3.419, 1.857, 3.016], [-1.488, 3.697, -6.196], [-3.236, 1.042, -10.019], [-3.407, -0.365, 4.277], [7.833, -4.703, 5.437], [-5.019, 0.342, 4.419], [-0.821, 0.106, -5.205], [-0.359, 3.397, -8.310], [-1.844, 4.203, -8.645], [5.590, 1.595, 6.505], [-0.593, 1.645, -4.409], [5.126, -0.169, 4.861], [-4.768, -1.394, 4.053], [6.907, -0.043, 4.842], [-5.257, 1.781, -1.908], [5.898, -2.240, 3.936], [-3.496, 1.441, -8.404], [5.014, -2.354, 5.430], [-2.236, 1.159, -4.872], [7.315, 1.300, 6.777], [-4.618, 3.193, -1.179], [-2.795, 2.719, -6.712], [6.180, 1.227, 8.159], [-3.699, 2.815, -9.517], [6.117, -4.610, 5.895]], "charge": 2, "spin_multiplicity": 1, "e_above_lowest_kcal_mol": 98.19, "e_homo_ev": -11.99}

***

Record 3
{"formula": "C13H30FIN4O4S", "method": "ωB97M-V/def2-TZVPD", "species": ["I", "S", "F", "O", "O", "O", "O", "N", "N", "N", "N", "C", "C", "C", "C", "C", "C", "C", "C", "C", "C", "C", "C", "C", "H", "H", "H", "H", "H", "H", "H", "H", "H", "H", "H", "H", "H", "H", "H", "H", "H", "H", "H", "H", "H", "H", "H", "H", "H", "H", "H", "H", "H", "H"], "xyz": [[-2.667, 1.998, 0.453], [0.819, 1.806, -0.926], [0.849, 2.117, -2.472], [-5.415, 4.065, 0.823], [2.131, 1.340, -0.580], [2.725, -4.637, -1.481], [0.450, 3.012, -0.262], [-0.351, 0.661, -0.852], [-4.622, 6.190, 0.599], [4.611, -0.546, -1.404], [1.774, -6.347, -0.325], [2.365, -1.640, -1.664], [-4.914, 7.589, 0.362], [2.105, -5.684, -1.451], [0.011, -0.616, -1.503], [-3.243, 5.783, 0.813], [-0.344, 1.810, 2.674], [2.177, -5.789, 0.955], [1.075, -1.492, -0.787], [1.033, -7.592, -0.353], [3.667, -1.531, -0.846], [-0.126, 0.614, 1.723], [-5.592, 5.253, 0.628], [-1.029, 0.548, 0.453], [4.187, -2.497, -0.853], [2.394, -2.633, -2.148], [0.946, 0.560, 1.514], [-0.367, -0.281, 2.315], [4.297, 0.405, -1.223], [-2.951, 5.059, 0.052], [1.406, -1.101, 0.175], [3.263, -5.697, 0.989], [1.625, -8.383, 0.112], [-0.918, -1.190, -1.606], [0.511, 1.820, 3.369], [5.470, -0.636, -0.865], [-4.388, 7.928, -0.533], [0.327, -0.383, -2.527], [1.839, -6.433, 1.763], [-6.598, 5.670, 0.454], [-1.542, -0.414, 0.445], [-0.341, 2.780, 2.173], [1.744, -4.794, 1.074], [-1.228, 1.694, 3.310], [-4.584, 8.183, 1.217], [0.097, -7.475, 0.197], [-3.147, 5.310, 1.791], [0.806, -7.878, -1.379], [-2.587, 6.649, 0.760], [1.756, -6.185, -2.370], [-5.984, 7.737, 0.221], [3.461, -1.297, 0.215], [2.353, -0.926, -2.500], [0.663, -2.507, -0.719]], "charge": 0, "spin_multiplicity": 1, "smiles": "CC[C@@H](I)N(CCCCN)S(=O)(=O)F.CN(C)C=O.CN(C)C=O", "e_homo_ev": -8.70}

***

Record 4
{"formula": "C13H30FNO5Sr", "method": "ωB97M-V/def2-TZVPD", "species": ["Sr", "F", "O", "O", "O", "O", "O", "N", "C", "C", "C", "C", "C", "C", "C", "C", "C", "C", "C", "C", "C", "H", "H", "H", "H", "H", "H", "H", "H", "H", "H", "H", "H", "H", "H", "H", "H", "H", "H", "H", "H", "H", "H", "H", "H", "H", "H", "H", "H", "H", "H"], "xyz": [[-1.602, 0.331, 1.622], [-3.582, 0.161, 3.100], [-1.204, 2.550, 2.587], [-2.554, 2.553, 0.063], [0.012, 0.079, 4.060], [-0.836, -2.035, 2.389], [0.796, 0.007, 0.348], [1.263, -0.306, -1.014], [1.549, 2.188, -1.599], [-3.098, 3.269, 1.226], [-1.850, 3.676, 2.040], [1.276, -1.741, -1.399], [-0.537, 0.883, -2.271], [1.876, -2.014, -2.811], [2.112, -2.549, -0.411], [-0.374, -1.172, 4.609], [1.688, 0.410, -3.344], [1.483, -1.063, -3.866], [0.993, 0.795, -2.018], [-0.234, -2.372, 3.616], [-0.125, -2.393, -1.382], [-0.787, -3.212, 4.036], [3.171, -2.332, -0.547], [0.465, -1.234, -4.217], [-1.433, -1.103, 4.857], [2.638, 2.197, -1.603], [1.649, -3.025, -3.147], [-2.470, 3.313, -0.518], [2.032, -3.613, -0.632], [2.734, 0.667, -3.509], [-3.852, 2.850, 1.893], [2.965, -2.021, -2.756], [2.006, -1.148, -4.818], [-0.917, 0.006, -2.796], [1.207, 0.757, -4.258], [-0.768, 1.639, -3.022], [0.281, -1.221, 5.479], [-1.191, 4.328, 1.466], [1.723, -2.594, 0.607], [-3.632, 4.120, 0.802], [-0.471, 2.871, 3.118], [-0.659, -1.927, -2.210], [0.787, -2.720, 3.461], [-0.735, -2.153, -0.511], [0.904, 0.020, 3.712], [1.068, 2.939, -2.228], [-0.154, -3.479, -1.468], [1.167, 2.374, -0.595], [-1.546, -2.659, 2.223], [-2.086, 4.105, 3.014], [-1.146, 0.999, -1.375]], "charge": 0, "spin_multiplicity": 1, "e_above_lowest_kcal_mol": 55.64, "e_homo_ev": -5.60}

***

| no. | largest force on an atom (eV/Å) |
| --- | --- |
| 1 | 3.79 |
| 2 | 2.79 |
| 3 | 2.03 |
| 4 | 2.86 |